Record 1
Here is a 7-piece molecular cluster, C17H22Cl6O15 overall at a distorted geometry from OMol25. Energies are from the ωB97M-V functional and the def2-TZVPD basis.

Results
Energy relative to the best compared isomer or geometry (same formula, charge and spin): 26.1 kcal/mol
Kohn-Sham gap: 10.7 eV
Charge: 0
Structure (SMILES): ClC(Cl)Cl.ClC(Cl)Cl.O=C1OCCO1.O=C1OCCO1.O=C1OCCO1.O=C1OCCO1.O=C1OCCO1

Last column: Mulliken charge in e.
Atoms and positions in Å:
Cl 0.57527 6.39662 1.86328  -0.14
C 0.83648 5.95245 0.15586  0.38
Cl 2.14530 6.94245 -0.50489  -0.13
Cl -0.66336 6.30781 -0.69249  -0.12
H 1.15458 4.91469 0.11860  0.00
Cl -0.84024 -0.03344 1.60859  -0.06
C -0.08709 0.60578 0.13278  -0.03
Cl 0.87105 2.00902 0.69211  -0.12
Cl -1.18477 0.92567 -1.26417  -0.07
H 0.52015 -0.18699 -0.29560  0.16
O -3.76146 2.74479 -6.93982  -0.56
C -3.72201 2.83117 -5.73151  0.66
O -3.58512 1.80038 -4.90302  -0.33
C -3.10129 2.31699 -3.66920  -0.12
C -3.75625 3.72703 -3.65508  -0.22
O -3.70564 3.98768 -5.05108  -0.33
H -3.55777 1.67348 -2.91716  0.24
H -2.02087 2.31136 -3.52928  0.18
H -3.22791 4.52168 -3.13535  0.24
H -4.76393 3.56377 -3.27072  0.25
O -1.47803 -2.14341 -1.16851  -0.44
C -1.38381 -3.23631 -0.70247  0.48
O -0.78256 -3.42878 0.49580  -0.13
C -0.59312 -4.86848 0.67626  -0.31
C -1.79653 -5.38985 -0.13767  -0.38
O -1.84486 -4.41349 -1.18627  -0.35
H 0.34677 -5.13986 0.19832  0.28
H -0.62765 -5.04065 1.74898  0.30
H -2.73972 -5.47564 0.40054  0.27
H -1.57889 -6.33660 -0.62996  0.29
O 0.39385 -1.39507 6.47585  -0.58
C -0.70592 -1.27322 5.98343  0.67
O -1.06050 -1.58481 4.75922  -0.16
C -2.42549 -1.21389 4.52073  0.03
C -2.85083 -0.44423 5.78294  -0.30
O -1.73523 -0.78644 6.65829  -0.39
H -2.35415 -0.57288 3.64395  0.02
H -3.01882 -2.10436 4.32388  0.27
H -3.72466 -0.88065 6.26213  0.25
H -2.86333 0.64347 5.78747  0.26
O 2.03540 1.15769 -2.41040  -0.46
C 3.02821 1.19484 -3.08792  0.58
O 3.15096 0.70346 -4.35960  -0.31
C 4.44100 0.98703 -4.86679  -0.34
C 5.25228 1.20343 -3.57672  -0.34
O 4.25722 1.62261 -2.68996  -0.29
H 4.87634 0.17260 -5.44054  0.31
H 4.43410 1.95222 -5.37397  0.27
H 6.06721 1.88901 -3.80640  0.30
H 5.70904 0.28281 -3.20881  0.27
O 2.99306 -1.98309 0.00121  -0.57
C 2.70197 -1.99011 1.17793  0.69
O 2.47871 -0.85451 1.94802  -0.32
C 2.04964 -1.16452 3.27737  -0.07
C 1.80077 -2.67061 3.14948  0.02
O 2.52066 -3.01751 1.96887  -0.39
H 2.78837 -0.97024 4.05366  0.23
H 1.14548 -0.57428 3.40425  0.11
H 0.75063 -2.90471 2.97508  -0.06
H 2.21736 -3.26337 3.96047  0.39

Record 2
Here is a 2-piece molecular cluster, C13H15N2S2 overall at a distorted geometry from OMol25. Energies are from the ωB97M-V functional and the def2-TZVPD basis.

Results
Energy relative to the best compared isomer or geometry (same formula, charge and spin): 1.3 kcal/mol
Kohn-Sham gap: 6.7 eV
Charge: +1

Last column: Mulliken charge in e.
Atoms and positions in Å:
C -4.42702 -0.00174 -1.28709  -0.27
C -3.73058 1.20533 -1.17246  -0.80
C -2.33812 1.19029 -1.09911  -0.30
C -1.61187 -0.01029 -1.21162  0.30
C -0.13004 -0.00518 -1.30576  0.89
S 0.69692 -1.46417 -1.60420  -0.03
C 2.40666 -1.18831 -0.99879  -0.48
C 3.12417 0.00438 -1.62073  -0.59
C 2.41483 1.24032 -1.08662  -0.50
S 0.67983 1.45686 -1.63263  -0.02
C -2.34099 -1.21037 -1.30093  -0.28
C -3.73326 -1.21261 -1.36975  -0.79
H -5.50727 0.00408 -1.35393  0.40
H -4.26520 2.15809 -1.18458  0.39
H -1.80076 2.12882 -0.98913  0.38
H 2.32001 -1.07413 0.09602  0.21
H 2.93844 -2.11617 -1.26426  0.42
H 4.17855 0.01170 -1.26508  0.35
H 3.12026 -0.03506 -2.72992  0.31
H 2.37554 1.22023 0.01452  0.23
H 2.92981 2.14586 -1.44437  0.42
H -1.80489 -2.15443 -1.35347  0.35
H -4.26734 -2.15277 -1.52477  0.39
N 0.97795 -0.00500 1.76485  -0.12
C 0.96360 1.05592 2.56195  -0.36
N 1.01167 0.67192 3.88349  -0.08
C 1.00606 -0.71892 3.91144  -0.49
C 0.94776 -1.11634 2.58656  -0.35
H 0.90960 2.09701 2.27213  0.39
H 1.03137 1.29387 4.69963  0.22
H 1.04456 -1.29708 4.81710  0.40
H 0.87975 -2.12210 2.19151  0.40

Record 3
Here is C27H23ClN7O5STc as an isolated structure at a distorted geometry from OMol25. Energies are from the ωB97M-V functional and the def2-TZVPD basis.

Results
Energy relative to the best compared isomer or geometry (same formula, charge and spin): 9.1 kcal/mol
Kohn-Sham gap (spin up / spin down): 7.0 / 6.5 eV
2S+1: 4
Charge: +1

Last column: Mulliken charge in e.
Atoms and positions in Å:
Tc -0.39860 -0.47079 -0.01422  -0.47
Cl 4.28954 -4.30971 3.95157  -0.20
C 2.98724 -3.37540 3.30220  0.03
C 1.69211 -3.52320 3.82588  -0.65
C 0.64753 -2.79226 3.32389  -0.34
C 0.82393 -1.89784 2.25591  0.51
O -0.22835 -1.25235 1.80389  -0.23
C 2.14114 -1.73666 1.74454  0.28
C 2.47023 -0.83175 0.70934  0.35
N 1.62963 -0.10673 0.02452  0.48
C 2.08057 0.71904 -1.04198  -0.19
C 3.28822 1.35256 -1.11424  -0.49
C 3.63768 2.08592 -2.26956  -0.91
C 2.78524 2.17468 -3.33177  -0.91
C 1.50626 1.57262 -3.26240  0.66
C 0.53975 1.65866 -4.29119  -0.61
C -0.69968 1.11354 -4.10504  -1.15
C -0.98982 0.46450 -2.89759  -0.07
N -0.09985 0.33171 -1.93600  0.59
C 1.15272 0.87044 -2.10059  0.77
C 3.20563 -2.49304 2.29188  -1.18
H 1.52780 -4.22828 4.63168  0.45
H -0.35562 -2.90696 3.71736  0.45
H 3.52536 -0.75813 0.45614  0.42
H 3.98085 1.30777 -0.28256  0.54
H 4.59935 2.58357 -2.30160  0.41
H 3.06088 2.72808 -4.22192  0.42
H 0.79716 2.15702 -5.21885  0.46
H -1.46478 1.17240 -4.86669  0.45
H -1.97256 0.05023 -2.70222  0.56
H 4.20395 -2.37593 1.88570  0.44
C -3.17409 -2.27766 6.24593  -1.56
C -3.27598 -1.91702 4.78656  0.80
C -2.99125 -0.62458 4.34938  -0.90
C -3.10440 -0.28346 3.01143  -0.25
C -3.48959 -1.25578 2.09919  0.44
C -3.78467 -2.55058 2.50820  -0.59
C -3.67972 -2.86952 3.85019  -0.67
S -3.65586 -0.86278 0.39342  1.01
O -4.69183 -1.69007 -0.14821  -0.76
O -3.83179 0.57621 0.32001  -0.83
N -2.25715 -1.20852 -0.40081  0.26
C -2.23988 -2.49332 -1.13972  -0.38
C -0.87707 -3.16152 -0.96501  0.39
O -0.71000 -4.33345 -1.15610  -0.62
O 0.08109 -2.27883 -0.66643  -0.41
H -2.64728 -1.50639 6.80609  0.38
H -2.65645 -3.22898 6.38101  0.36
H -4.17063 -2.38802 6.68022  0.35
H -2.67826 0.12452 5.06892  0.36
H -2.91414 0.72554 2.67196  0.32
H -4.11720 -3.28441 1.78353  0.49
H -3.92070 -3.87359 4.18140  0.41
H -2.33375 -2.33382 -2.21935  0.32
H -3.03852 -3.15938 -0.84066  0.42
N -4.40236 3.05038 0.09356  -0.32
C -3.36845 3.87854 0.03735  0.52
N -3.56317 5.17705 -0.20252  -0.35
N -2.10512 3.50800 0.23914  -0.71
C -1.57640 2.36637 0.36888  0.87
N -0.94440 1.38827 0.47700  -0.36
H -5.33403 3.37385 -0.10070  0.23
H -4.24015 2.05174 0.20637  0.48
H -4.47911 5.55418 -0.36466  0.20
H -2.77458 5.79769 -0.17292  0.25

Record 4
Here is a 10-piece molecular cluster, C18H54N2O10 overall at a distorted geometry from OMol25. Energies are from the ωB97M-V functional and the def2-TZVPD basis.

Results
Energy relative to the best compared isomer or geometry (same formula, charge and spin): 86.3 kcal/mol
Kohn-Sham gap: 8.0 eV
Charge: 0
Structure (SMILES): CC1(C)CCCC(C)(C)N1O.CC1(C)CCCC(C)(C)N1O.O.O.O.O.O.O.O.O

Last column: Mulliken charge in e.
Atoms and positions in Å:
C -3.62231 -4.19541 3.29724  -1.79
C -4.42932 -2.93248 3.55849  2.10
C -5.59205 -2.74728 2.70655  -2.19
C -4.89727 -2.94405 5.04177  -1.57
C -3.89266 -2.99094 6.15778  -0.66
C -3.01337 -1.64197 5.90371  -1.40
C -2.61685 -1.29544 4.45361  1.61
C -2.38569 0.23662 4.47370  -1.84
C -1.22888 -1.95633 4.21004  -1.78
N -3.60902 -1.70243 3.39676  0.23
O -3.27909 -1.53325 2.12983  -0.49
H -2.64509 -4.23639 3.77836  0.35
H -4.16126 -5.03672 3.73292  0.38
H -3.48802 -4.29298 2.21995  0.39
H -6.26677 -3.59047 2.55862  0.40
H -6.26494 -1.95735 3.04021  0.43
H -5.45634 -2.43244 1.67188  0.46
H -5.53165 -2.06620 5.16438  0.44
H -5.69331 -3.68718 5.08833  0.55
H -4.40761 -2.84249 7.10693  0.39
H -3.26162 -3.87776 6.21637  0.36
H -2.18868 -1.64324 6.61645  0.39
H -3.64669 -0.82567 6.25106  0.50
H -1.91646 0.60285 3.56058  0.38
H -1.77000 0.43165 5.35176  0.43
H -3.20431 0.93745 4.63743  0.42
H -1.07866 -2.80785 4.87369  0.41
H -0.41732 -1.31341 4.55083  0.44
H -1.09870 -2.20471 3.15672  0.33
H -3.99510 -1.00538 1.76888  0.35
C -1.37051 3.58179 -6.43877  -1.52
C -2.09786 2.63971 -5.30084  1.54
C -3.07348 1.64538 -6.02591  -1.93
C -1.01349 1.82389 -4.47141  -1.26
C -0.19711 2.65937 -3.55434  -0.62
C -1.11424 3.53796 -2.65916  -1.36
C -2.32287 4.25564 -3.27112  1.68
C -3.28066 4.57701 -2.21025  -1.98
C -1.67464 5.55443 -3.94300  -1.49
N -2.87727 3.34791 -4.32988  0.11
O -3.99180 4.03608 -4.81627  -0.45
H -2.13222 4.34976 -6.57335  0.40
H -0.41331 4.02064 -6.15718  0.27
H -1.15076 3.10321 -7.39312  0.38
H -3.75943 1.10256 -5.37558  0.43
H -3.73224 2.12141 -6.75223  0.38
H -2.44024 0.88994 -6.49111  0.44
H -1.52476 1.06056 -3.88487  0.43
H -0.53236 1.16721 -5.19624  0.42
H 0.32497 1.94470 -2.91813  0.41
H 0.43744 3.37876 -4.07198  0.29
H -0.62476 4.16188 -1.91134  0.48
H -1.51416 2.77580 -1.99039  0.40
H -2.82671 5.05740 -1.34350  0.39
H -3.99667 3.81304 -1.90731  0.37
H -3.93266 5.37768 -2.55944  0.44
H -2.32134 6.18220 -4.55600  0.34
H -0.80448 5.22237 -4.50928  0.26
H -1.09436 6.28638 -3.38119  0.38
H -4.64474 3.50254 -4.35737  0.38
O 4.58189 2.83021 1.24338  -0.64
H 3.89031 3.46984 1.41320  0.32
H 5.19091 2.93551 1.97430  0.32
O 4.15408 -6.35584 1.75989  -0.64
H 4.68514 -5.56999 1.88888  0.32
H 4.49569 -6.74704 0.95584  0.32
O 10.44277 -3.96758 2.07059  -0.64
H 9.49634 -4.07971 2.15970  0.32
H 10.76532 -3.92599 2.97084  0.31
O 8.76919 1.54347 3.15229  -0.63
H 9.55583 1.02724 3.32822  0.31
H 8.74208 1.62216 2.19871  0.32
O 6.91708 1.12063 -3.10131  -0.64
H 6.31450 0.97071 -2.37285  0.31
H 7.29026 0.25860 -3.28535  0.32
O 9.92340 -1.78177 -2.10210  -0.63
H 10.63866 -1.14849 -2.04219  0.32
H 9.95116 -2.25455 -1.27027  0.32
O 5.38701 -2.29129 0.80919  -0.65
H 4.90678 -1.49696 1.04300  0.32
H 5.06203 -2.52068 -0.06144  0.32
O 4.68043 -3.61409 -3.35294  -0.63
H 3.92505 -4.19242 -3.45861  0.31
H 4.98982 -3.45795 -4.24519  0.32

Record 5
Here is C28H39BHfN7O7Si as an isolated structure at a distorted geometry from OMol25. Energies are from the ωB97M-V functional and the def2-TZVPD basis.

Results
Kohn-Sham gap (spin up / spin down): 5.3 / 5.3 eV
Charge: -1

Last column: Mulliken charge in e.
Atoms and positions in Å:
Hf 0.87607 0.25755 -0.03499  0.69
B 3.46417 2.13795 -1.32939  0.22
N 3.93147 0.91475 -0.55579  -0.10
C 5.22607 0.45175 -0.31369  -0.25
C 5.10867 -0.77655 0.32361  -1.25
C 3.73547 -1.00475 0.46181  -0.48
N 3.10967 0.14805 -0.03499  -0.27
N 2.44537 2.96035 -0.55579  -0.12
C 2.40497 4.33465 -0.31369  -0.80
C 1.20047 4.60255 0.32361  -1.14
C 0.55917 3.36705 0.46181  0.09
N 1.46217 2.41565 -0.03499  0.49
H 4.39307 2.81285 -1.64919  -0.16
H 2.92617 1.74705 -2.31769  -0.19
H 6.14137 0.96015 -0.59399  0.42
H 5.92367 -1.40785 0.64621  0.46
H 3.27577 -1.87085 0.94751  1.02
H 3.17137 5.04805 -0.59399  0.43
H 0.85197 5.57275 0.64621  0.59
H -0.40663 3.19745 0.94751  -0.25
O 2.31267 -6.12085 -4.55789  -0.63
N 1.38697 -5.30565 -4.43479  0.97
O 0.42977 -5.21205 -5.21689  -0.61
C 1.42687 -4.39265 -3.28949  -0.90
C 2.48417 -4.45875 -2.38729  -0.31
C 2.50017 -3.56935 -1.29439  -0.01
C 1.50647 -2.58985 -1.03089  0.98
O 1.54237 -1.79325 -0.03499  -0.36
C 0.46857 -2.59565 -1.99989  -0.65
C 0.40707 -3.46325 -3.10869  -0.27
N -0.64683 -1.65605 -1.89369  1.08
O -1.67893 -2.06755 -1.33679  -0.63
O -0.56173 -0.60435 -2.55059  -0.86
N 3.64927 -3.71485 -0.40189  1.11
O 3.56717 -4.58105 0.48571  -0.66
O 4.69307 -3.12315 -0.72659  -0.56
H 3.29237 -5.17695 -2.50739  0.56
H -0.42983 -3.39305 -3.79999  0.59
C -1.02433 -1.12365 -0.03499  -0.27
C -1.21733 -1.69445 1.33661  0.95
C -0.20263 -2.47545 1.90951  -0.48
C -0.36733 -3.01415 3.18971  -1.27
C -1.54503 -2.77555 3.90381  -0.72
C -2.55973 -1.99755 3.33891  -0.86
C -2.39873 -1.45705 2.05891  -0.48
H -1.90273 -0.52395 -0.35539  -1.35
H -0.87493 -1.94745 -0.76449  0.96
H 0.71417 -2.66625 1.36511  0.74
H 0.41797 -3.61635 3.62801  0.46
H -1.67113 -3.19295 4.89451  0.36
H -3.47113 -1.81305 3.89301  0.45
H -3.19323 -0.85615 1.63431  0.36
C -0.92953 3.28605 -1.16859  -1.47
Si -1.32763 1.85925 -0.03499  0.71
C -1.58243 2.51855 1.80971  2.31
C -0.25233 3.14995 2.30041  -1.50
C -2.67823 3.60335 1.88221  -1.70
C -1.94523 1.37645 2.78081  -1.61
C -2.78043 0.76295 -0.79829  2.74
C -2.95983 -0.56075 -0.02309  -0.51
C -4.12243 1.52295 -0.81199  -2.04
C -2.42013 0.39605 -2.26259  -1.80
H -1.79163 3.94995 -1.28189  0.52
H -0.64363 2.93005 -2.16259  0.32
H -0.09643 3.87745 -0.77789  0.58
H 0.04097 4.00775 1.68411  0.15
H 0.57047 2.42545 2.27761  0.10
H -0.34503 3.50985 3.33211  0.58
H -2.46133 4.44595 1.21571  0.28
H -2.76323 4.00395 2.89941  0.44
H -3.66133 3.20935 1.61061  0.30
H -1.23903 0.54085 2.70891  0.11
H -2.95093 0.99135 2.59071  0.37
H -1.93463 1.72715 3.81991  0.57
H -3.33793 -0.39605 0.98821  0.03
H -2.01693 -1.11495 0.05681  0.53
H -3.68373 -1.21305 -0.52649  0.23
H -4.48913 1.71195 0.20101  0.29
H -4.89563 0.94215 -1.32879  0.52
H -4.03803 2.48755 -1.32649  0.27
H -1.47043 -0.14955 -2.31879  0.53
H -2.33263 1.28655 -2.89509  0.26
H -3.19183 -0.24255 -2.70919  0.41
H 0.87607 0.25755 1.92691  -0.60